The following is a quantum chemistry calculation of a 2-piece molecular cluster, C12H17N overall in a non-equilibrium geometry, from the Open Molecules 2025 dataset.

LUMO   0.0329 Eh
Orbital gap   8.9 eV
Relative energy (zero: lowest compared OMol25 entry of this formula, charge and spin)   63.7 kcal per mole
Strongest force on any atom   6.32 eV/Å
E_tot   -14207.57351 eV

CARTESIAN COORDINATES (ANGSTROEM)
N (-0.36, -1.47, 2.84)
C (2.31, 2.22, -1.21)
C (-1.00, -0.40, 2.28)
C (-0.77, -2.06, 0.70)
C (-1.25, -0.72, 0.93)
C (-1.86, 0.31, 0.19)
C (-1.44, 0.82, 2.81)
C (-0.84, -2.83, -0.55)
C (-0.32, -2.54, 1.94)
C (2.49, 1.04, -2.23)
C (-1.98, 1.75, 2.07)
C (-2.11, 1.54, 0.63)
C (1.27, 0.34, -2.75)
H (-0.76, -3.89, -0.38)
H (0.47, 1.07, -2.61)
H (2.13, 3.14, -1.71)
H (-1.89, -2.63, -1.04)
H (3.29, 2.46, -0.76)
H (0.16, -3.38, 2.19)
H (1.61, 0.39, -3.78)
H (3.15, 0.30, -1.66)
H (-0.13, -1.45, 3.80)
H (-1.85, 0.03, -0.94)
H (3.08, 1.65, -3.01)
H (1.12, -0.65, -2.31)
H (-2.57, 2.08, -0.03)
H (-1.31, 0.82, 3.91)
H (-2.26, 2.66, 2.42)
H (0.07, -2.59, -1.29)
H (1.55, 1.99, -0.47)


The following is a quantum chemistry calculation of a 2-piece molecular cluster, C12H17N overall in a non-equilibrium geometry, from the Open Molecules 2025 dataset.

LUMO   0.0336 Eh
Orbital gap   8.7 eV
Relative energy (zero: lowest compared OMol25 entry of this formula, charge and spin)   16.5 kcal per mole
Strongest force on any atom   2.26 eV/Å
E_tot   -14209.61983 eV

CARTESIAN COORDINATES (ANGSTROEM)
N (2.27, 0.87, 0.76)
C (2.16, -1.20, -0.65)
C (-2.24, -1.07, 1.18)
C (0.92, 0.91, -1.03)
C (0.21, 3.43, -0.99)
C (0.67, -0.92, -2.55)
C (0.95, 2.20, -0.45)
C (1.86, 2.18, 0.59)
C (-0.82, -1.11, 1.77)
C (1.48, -1.73, -1.74)
C (-3.12, -2.13, 1.84)
C (0.35, 0.37, -2.18)
C (1.83, 0.08, -0.28)
H (0.13, -1.37, -3.38)
H (-0.53, -2.13, 1.98)
H (1.66, -2.75, -2.05)
H (2.23, 3.04, 1.10)
H (-0.10, -0.62, 1.12)
H (-0.79, -0.45, 2.64)
H (-0.15, 4.06, -0.20)
H (-2.97, -2.10, 2.92)
H (3.10, 0.64, 1.28)
H (-4.17, -1.81, 1.69)
H (-0.49, 2.99, -1.70)
H (-3.11, -3.14, 1.43)
H (-2.62, -0.06, 1.30)
H (0.94, 4.03, -1.55)
H (2.85, -1.82, -0.09)
H (-0.29, 0.92, -2.85)
H (-2.20, -1.30, 0.11)


The following is a quantum chemistry calculation of a 2-piece molecular cluster, C12H17N overall in a non-equilibrium geometry, from the Open Molecules 2025 dataset.

LUMO   0.0336 Eh
Orbital gap   8.8 eV
Relative energy (zero: lowest compared OMol25 entry of this formula, charge and spin)   33.4 kcal per mole
Strongest force on any atom   2.91 eV/Å
E_tot   -14208.89078 eV

CARTESIAN COORDINATES (ANGSTROEM)
N (-0.99, 0.39, 1.62)
C (-1.05, 1.68, -0.24)
C (-1.60, 2.57, -1.30)
C (2.60, 0.93, -0.05)
C (-0.56, -3.13, -1.15)
C (-0.37, -2.71, 0.31)
C (1.40, -0.30, 1.62)
C (-1.19, -2.29, -2.24)
C (1.53, 1.58, -0.58)
C (-1.75, 1.33, 0.89)
C (0.26, 1.10, -0.12)
C (0.25, 0.33, 1.04)
C (2.60, 0.05, 1.05)
H (0.38, -3.37, 0.74)
H (-1.50, 2.08, -2.29)
H (-1.25, -2.61, 0.95)
H (0.41, -3.53, -1.44)
H (-2.64, 1.81, 1.23)
H (-0.91, 3.40, -1.47)
H (-0.03, -1.67, 0.25)
H (-1.22, -2.88, -3.15)
H (1.56, 2.29, -1.39)
H (-2.26, -2.12, -2.07)
H (-0.72, -1.30, -2.33)
H (-1.14, -4.08, -1.18)
H (3.49, -0.36, 1.52)
H (-2.66, 2.75, -1.19)
H (-1.25, 0.01, 2.50)
H (1.33, -0.92, 2.49)
H (3.55, 1.22, -0.51)


The following is a quantum chemistry calculation of an isolated ion of composition C12H17N2 and charge +1 in a non-equilibrium geometry, from the Open Molecules 2025 dataset.

LUMO (spin up / spin down)   -0.1500 / -0.1375 Eh
Orbital gap (spin up / spin down)   6.9 / 6.7 eV
Relative energy (zero: lowest compared OMol25 entry of this formula, charge and spin)   107.3 kcal per mole
Strongest force on any atom   4.87 eV/Å
Net charge   +1
E_tot   -15688.93940 eV

CARTESIAN COORDINATES (ANGSTROEM)
N (-0.30, -1.72, 0.08)
N (-1.76, -0.44, -1.33)
C (0.65, 0.59, -0.08)
C (-1.73, 1.01, 0.73)
C (1.92, 1.18, -0.64)
C (-1.35, -1.78, -0.76)
C (-0.14, -2.83, 0.92)
C (-0.32, 1.51, 0.41)
C (0.80, -0.88, 0.03)
C (-2.53, 0.57, -0.47)
C (-0.08, 2.99, 0.45)
C (3.20, -0.73, 0.00)
C (3.13, 0.55, -0.58)
C (2.00, -1.36, 0.35)
H (3.99, 0.98, -1.06)
H (-1.45, 0.10, 1.28)
H (4.15, -1.10, 0.19)
H (-0.94, 3.47, 0.76)
H (-2.63, 1.45, -1.14)
H (2.01, -2.39, 0.72)
H (-3.59, 0.30, -0.38)
H (0.36, 3.33, -0.47)
H (-2.10, -2.40, -0.41)
H (0.60, -2.54, 1.66)
H (1.84, 2.27, -0.86)
H (-0.87, 0.08, -1.42)
H (-2.33, -0.35, -2.23)
H (0.19, -3.64, 0.24)
H (-1.06, -3.15, 1.31)
H (0.54, 3.15, 1.34)
H (-2.22, 1.74, 1.36)


The following is a quantum chemistry calculation of C12H17N2S5TeZn as an isolated structure, from the Open Molecules 2025 dataset.

LUMO   0.0969 Eh
Orbital gap   6.9 eV
Strongest force on any atom   0.76 eV/Å
Net charge   -1
E_tot   -125593.05904 eV

CARTESIAN COORDINATES (ANGSTROEM)
Te (0.16, 0.29, -0.91)
Zn (0.53, -1.17, 1.19)
S (1.10, -1.35, 3.49)
S (-0.32, -3.43, 0.76)
S (3.24, -1.52, 0.36)
S (0.09, -4.29, 2.59)
S (-0.29, -2.80, 3.94)
N (3.40, -4.06, 1.23)
N (3.05, -3.88, -0.91)
C (-2.41, 2.00, -0.98)
C (-3.21, 5.73, -1.06)
C (3.21, -3.19, 0.24)
C (-1.07, 2.00, -0.57)
C (-3.09, 3.21, -1.11)
C (-0.48, 3.21, -0.15)
C (2.79, -5.30, -0.66)
C (-3.18, 0.73, -1.29)
C (-2.49, 4.43, -0.81)
C (3.19, -5.45, 0.82)
C (-1.20, 4.40, -0.29)
C (0.90, 3.26, 0.46)
H (1.19, 4.29, 0.67)
H (2.39, -5.90, 1.40)
H (1.64, 2.80, -0.21)
H (4.10, -6.03, 0.95)
H (-2.59, 6.58, -0.76)
H (-3.29, 0.59, -2.37)
H (-2.66, -0.15, -0.90)
H (-4.15, 5.78, -0.50)
H (-0.73, 5.33, 0.01)
H (3.39, -5.93, -1.31)
H (-3.45, 5.84, -2.12)
H (0.92, 2.69, 1.39)
H (1.73, -5.53, -0.80)
H (2.60, -3.41, -1.67)
H (3.28, -3.76, 2.19)
H (-4.12, 3.20, -1.46)
H (-4.17, 0.78, -0.84)


The following is a quantum chemistry calculation of a single C12H17N3O5S molecule in a non-equilibrium geometry, from the Open Molecules 2025 dataset.

LUMO   0.0145 Eh
Orbital gap   9.4 eV
Relative energy (zero: lowest compared OMol25 entry of this formula, charge and spin)   44.8 kcal per mole
Strongest force on any atom   1.92 eV/Å
E_tot   -38262.46682 eV

CARTESIAN COORDINATES (ANGSTROEM)
S (-0.92, -1.89, 2.68)
O (2.41, 4.15, -1.55)
O (-2.74, 1.96, 1.77)
O (0.75, -3.30, 0.58)
O (1.55, 2.10, -1.26)
O (3.01, -0.49, -0.33)
N (-1.20, -2.26, -0.03)
N (-0.68, 0.90, 1.82)
N (1.22, -0.32, 1.18)
C (-2.04, 0.98, 1.66)
C (-2.02, -2.01, -1.22)
C (2.11, -0.40, 0.36)
C (-0.16, 0.00, 0.78)
C (0.07, -2.83, -0.30)
C (-0.30, 0.66, -0.60)
C (0.55, -2.88, -1.73)
C (0.21, 2.09, -0.74)
C (2.86, 3.11, 0.53)
C (-1.19, -1.20, 0.98)
C (2.27, 3.20, -0.85)
C (-2.49, -0.41, 1.19)
H (-3.07, -0.19, 0.30)
H (0.43, -1.94, -2.26)
H (3.00, 2.09, 0.87)
H (-2.07, -2.93, -1.79)
H (3.79, 3.67, 0.56)
H (-3.10, -0.90, 1.95)
H (0.27, -2.47, 2.55)
H (-0.42, 2.60, -1.46)
H (-0.01, -3.66, -2.26)
H (-1.35, 0.69, -0.87)
H (0.18, 0.08, -1.38)
H (-1.65, -1.23, -1.88)
H (1.59, -3.19, -1.73)
H (2.17, 3.62, 1.21)
H (-3.05, -1.79, -0.94)
H (0.16, 2.67, 0.18)
H (-0.15, 1.73, 2.03)


The following is a quantum chemistry calculation of a single C12H17N5O molecule in a non-equilibrium geometry, from the Open Molecules 2025 dataset.

LUMO   0.0267 Eh
Orbital gap   8.8 eV
Relative energy (zero: lowest compared OMol25 entry of this formula, charge and spin)   0.0 kcal per mole
Strongest force on any atom   2.28 eV/Å
E_tot   -22218.26551 eV

CARTESIAN COORDINATES (ANGSTROEM)
O (3.69, -4.04, -1.73)
N (0.66, -1.07, 0.11)
N (-1.12, 3.18, 1.93)
N (-0.44, -0.05, -1.70)
N (-1.04, 0.50, 0.47)
N (2.25, -2.75, -0.44)
C (2.52, -3.14, 0.94)
C (-0.23, -0.22, -0.39)
C (-2.25, 1.20, -0.04)
C (1.21, -1.64, -2.14)
C (-0.61, 0.71, 1.84)
C (2.79, -3.26, -1.62)
C (1.35, -1.76, -0.78)
C (-2.04, 2.68, -0.31)
C (-2.16, 3.51, 0.95)
C (-1.27, 1.84, 2.60)
C (2.22, -2.52, -2.83)
C (0.28, -0.71, -2.56)
H (-2.58, 0.72, -0.97)
H (2.93, -1.99, -3.43)
H (-3.17, 3.36, 1.41)
H (-2.05, 4.58, 0.73)
H (3.35, -3.90, 1.07)
H (-2.80, 2.92, -1.01)
H (-0.79, -0.23, 2.42)
H (0.45, 0.84, 1.91)
H (-0.20, 3.37, 1.59)
H (-3.06, 1.03, 0.70)
H (-1.07, 2.82, -0.80)
H (0.16, -0.56, -3.63)
H (1.59, -3.53, 1.33)
H (-2.31, 1.58, 2.74)
H (2.77, -2.21, 1.50)
H (-0.83, 1.94, 3.62)
H (1.80, -3.23, -3.50)